# 1
ORCA calculation (ωB97M-V/def2-TZVPD) on C62H44BrN9O4PbS as an isolated structure.

XYZ file:
```
122
Properties=species:S:1:pos:R:3:forces:R:3
Pb -0.211 0.029 -0.070 0.23 -0.20 0.03
O -4.210 2.214 -0.605 -0.03 -0.01 -0.07
S -3.626 0.891 -0.542 0.26 0.14 0.16
O -2.906 0.435 -1.717 -0.02 -0.02 -0.10
N -2.613 0.710 0.657 -0.13 0.07 0.49
C -2.882 1.199 1.941 0.00 -0.01 -0.24
C -4.133 1.477 2.455 -0.01 -0.06 -0.08
C -4.315 1.913 3.782 -0.01 0.00 -0.03
C -3.256 2.097 4.620 0.02 0.00 0.00
C -1.950 1.860 4.133 0.05 0.02 0.01
C -0.798 2.078 4.926 -0.06 0.00 0.03
C 0.445 1.868 4.410 0.05 0.00 0.01
C 0.548 1.424 3.077 0.03 -0.07 -0.08
N -0.495 1.210 2.316 -0.22 0.03 -0.04
C -1.754 1.417 2.806 0.12 0.02 0.01
C -5.006 -0.220 -0.366 -0.05 0.02 -0.06
C -6.212 0.144 -0.953 0.04 -0.08 0.05
C -7.281 -0.739 -0.907 -0.01 -0.01 0.00
C -7.147 -1.968 -0.271 0.00 0.01 -0.01
C -5.943 -2.315 0.326 0.00 -0.01 -0.02
C -4.868 -1.439 0.277 0.03 -0.01 0.05
H -5.003 1.368 1.823 -0.01 -0.02 0.01
H -5.321 2.104 4.133 0.00 0.00 -0.02
H -3.392 2.431 5.641 0.01 0.00 -0.01
H -0.926 2.420 5.947 0.00 0.00 -0.01
H 1.338 2.031 4.996 0.00 -0.01 -0.01
H 1.516 1.222 2.625 -0.02 0.03 0.03
H -6.298 1.111 -1.430 -0.01 -0.01 0.00
H -8.225 -0.466 -1.362 0.00 0.00 0.00
H -7.987 -2.650 -0.230 0.00 0.00 0.00
H -5.843 -3.264 0.838 0.00 0.01 0.00
H -3.929 -1.682 0.753 0.04 0.01 0.01
N -6.056 -5.619 -7.307 0.02 0.01 0.03
C -5.352 -5.086 -6.572 0.07 0.05 0.08
C -4.466 -4.415 -5.651 -0.02 -0.06 -0.11
C -3.093 -4.627 -5.733 0.00 -0.04 0.01
C -2.243 -3.976 -4.853 0.02 0.02 0.02
C -2.755 -3.111 -3.891 0.00 -0.02 0.00
C -4.131 -2.911 -3.810 -0.04 0.07 0.03
C -4.986 -3.553 -4.688 -0.05 0.00 0.01
C -1.877 -2.391 -2.923 -0.10 -0.11 0.11
C -1.070 -1.418 -3.381 0.02 0.13 -0.01
C -0.847 -1.088 -4.802 -0.06 -0.02 0.09
C 0.132 -0.175 -4.837 0.04 0.12 0.02
C 0.469 0.105 -3.441 -0.05 0.10 0.03
N -0.228 -0.584 -2.604 0.05 -0.36 -0.16
C -1.973 -2.884 -1.520 -0.01 -0.19 -0.17
C -2.511 -4.278 -1.238 0.16 -0.03 -0.09
C -2.262 -4.409 0.278 0.07 0.01 0.00
C -1.608 -3.080 0.710 0.11 0.05 -0.01
N -1.616 -2.229 -0.491 -0.12 0.20 -0.08
H -2.698 -5.305 -6.477 0.00 0.02 -0.01
H -1.175 -4.144 -4.901 -0.02 0.02 -0.02
H -4.529 -2.233 -3.062 0.00 0.00 -0.01
H -6.054 -3.390 -4.634 0.01 0.01 0.00
H -1.369 -1.522 -5.638 -0.01 -0.04 0.02
H 0.581 0.290 -5.700 -0.01 -0.01 0.02
H 1.195 0.832 -3.092 0.01 -0.05 -0.03
H -3.525 -4.402 -1.612 -0.01 0.02 -0.01
H -3.070 -4.765 0.909 -0.02 0.00 -0.02
H -2.059 -2.555 1.548 -0.09 -0.04 0.02
N -0.365 7.414 -2.365 -0.04 0.01 0.00
C 0.227 8.614 -2.699 -0.05 -0.03 -0.02
C -0.293 9.851 -3.073 0.01 -0.03 0.03
C 0.622 10.846 -3.350 0.02 -0.01 0.00
C 2.007 10.619 -3.259 -0.02 0.00 0.00
C 2.512 9.391 -2.888 0.01 0.00 0.01
C 1.602 8.372 -2.602 0.08 -0.03 0.00
N 1.832 7.062 -2.215 0.02 0.09 -0.02
C 0.648 6.533 -2.084 -0.04 -0.07 0.02
C 0.410 5.137 -1.688 -0.01 0.09 -0.03
C -0.852 4.559 -1.702 -0.03 0.03 -0.03
C -0.996 3.236 -1.323 -0.01 -0.08 0.03
N 0.037 2.483 -0.937 0.03 0.11 -0.04
C 1.257 3.041 -0.915 -0.07 -0.08 0.05
C 1.485 4.352 -1.285 0.05 0.04 -0.02
H -1.350 7.233 -2.300 0.01 0.00 0.01
H -1.359 10.027 -3.143 0.01 0.00 -0.01
H 0.267 11.825 -3.645 0.00 -0.01 0.00
H 2.687 11.430 -3.487 -0.01 -0.01 0.00
H 3.576 9.210 -2.815 -0.02 0.00 -0.01
H -1.737 5.103 -2.008 0.01 -0.01 0.00
H -1.975 2.772 -1.334 0.09 0.02 0.00
H 2.061 2.395 -0.579 -0.02 0.01 -0.02
H 2.479 4.774 -1.265 -0.01 -0.02 0.01
C 1.765 -2.680 4.616 0.00 -0.04 -0.01
C 2.233 -3.642 3.728 -0.02 0.03 -0.02
C 1.580 -3.886 2.532 0.01 0.00 -0.02
C 0.434 -3.161 2.195 -0.01 0.07 -0.08
C -0.023 -2.178 3.076 0.01 0.01 0.00
C 0.635 -1.953 4.277 0.00 0.02 -0.01
N -0.214 -3.391 0.980 0.03 -0.10 -0.02
C 0.088 -4.408 0.024 -0.14 0.02 0.11
C 0.956 -4.290 -0.973 0.07 -0.04 -0.19
C 0.760 -5.101 -2.193 0.06 0.09 0.11
C -0.444 -5.597 -2.483 -0.12 -0.04 0.03
C -1.560 -5.532 -1.474 0.08 0.09 -0.05
C -1.087 -5.361 -0.025 -0.04 -0.02 0.02
H 2.277 -2.500 5.552 0.00 0.01 -0.02
H 3.123 -4.211 3.967 -0.01 0.00 0.00
H 1.958 -4.631 1.842 -0.01 0.01 0.02
H -0.879 -1.564 2.823 0.00 0.01 0.04
H 0.261 -1.184 4.943 0.00 -0.01 -0.01
H 1.693 -3.492 -0.983 -0.03 0.00 0.03
H 1.576 -5.179 -2.901 -0.01 -0.02 0.02
H -0.621 -6.115 -3.419 0.02 0.02 0.03
H -2.202 -6.406 -1.585 -0.03 0.00 0.04
H -0.949 -6.249 0.595 0.01 0.00 -0.01
Br 9.132 -0.257 -0.143 -0.01 0.00 0.00
C 7.237 -0.341 -0.220 0.03 0.01 0.01
C 6.634 -1.354 -0.947 -0.05 0.00 0.00
C 5.249 -1.411 -0.992 0.05 -0.04 -0.02
C 4.476 -0.469 -0.326 -0.02 0.00 0.04
C 5.105 0.539 0.394 0.03 0.03 0.00
C 6.490 0.610 0.454 -0.07 -0.01 -0.01
C 2.966 -0.555 -0.390 -0.13 -0.06 -0.05
O 2.452 -1.512 -0.990 -0.05 0.02 0.00
O 2.316 0.383 0.172 0.04 0.27 0.13
H 7.238 -2.084 -1.467 0.00 0.00 0.00
H 4.745 -2.191 -1.548 0.00 0.01 0.01
H 4.495 1.269 0.910 0.01 -0.01 0.00
H 6.983 1.393 1.015 0.00 0.00 0.00
```
Positions in Å, forces in eV/Å.

Its HOMO-LUMO gap is 0.2328 Ha. The charge is 0.

These are the Mulliken partial charges, in e, on atoms 1 to 5: 1.94, -0.70, 0.86, -0.49, 1.07

---

# 2
ORCA calculation (ωB97M-V/def2-TZVPD) on one molecule with the formula C7H4O.

XYZ file:
```
12
Properties=species:S:1:pos:R:3:forces:R:3
C 1.096 0.423 -1.865 1.74 -0.13 0.30
C -1.927 0.047 2.798 1.88 1.61 -5.64
C 1.481 -0.562 -0.820 -0.28 0.11 -0.16
C -1.594 0.312 1.645 0.40 -1.36 2.46
C 1.275 -1.100 0.246 1.35 0.21 -1.83
C -0.893 0.496 -0.783 1.26 -0.35 -2.83
C -0.963 0.283 0.409 -1.95 1.15 0.28
O -0.310 0.423 -2.015 -2.63 -0.15 2.09
H 1.563 0.274 -2.900 -0.71 0.35 1.68
H -2.408 -0.227 3.618 -1.62 -0.82 3.29
H 1.398 -1.760 1.037 -0.23 -0.61 1.15
H 1.281 1.390 -1.371 0.80 -0.01 -0.78
```
Positions in Å, forces in eV/Å.

Its HOMO-LUMO gap is 0.3500 Ha. The charge is 0.

These are the natural (NBO) partial charges, in e, on atoms 1 to 5: -0.14, -0.16, -0.06, -0.07, -0.18

---

Question: charge of number 2 (C7H4O)?
Answer: 0

---

Question: The highest HOMO-LUMO gap belongs to which entry?
Answer: C7H4O

---

Question: Which formula does entry 2 have?
Answer: C7H4O